#P
Here is 2 unconnected molecules or ions with the total composition C3HCl3F2 from the OMol25 dataset. Energies are from ωB97M-V/def2-TZVPD.

Output
LUMO = -1.07 eV
spin multiplicity = 1
HOMO = -0.341 Ha

Structure (XYZ):
```
9
C3HCl3F2, DFT ωB97M-V/def2-TZVPD
C 1.22 0.49 -0.11
C 1.09 -0.78 -0.51
C -2.04 -0.08 0.32
F 1.52 1.32 -1.05
F 1.63 -1.17 -1.63
Cl 0.50 -1.96 0.53
Cl -2.80 -0.23 1.82
Cl -2.04 1.47 -0.31
H 0.93 0.94 0.95
```

#Q
Here is 2 unconnected molecules or ions with the total composition C3HCl3F2 from the OMol25 dataset. Energies are from ωB97M-V/def2-TZVPD.

Output
LUMO (spin up / spin down) = -3.69 / -3.69 eV
spin multiplicity = 1
HOMO (spin up / spin down) = -0.356 / -0.356 Ha

Structure (XYZ):
```
9
C3HCl3F2, DFT ωB97M-V/def2-TZVPD
C -0.43 0.02 -0.42
C -0.15 -1.25 -1.10
C -1.16 -1.32 -0.03
F -1.10 1.00 -1.05
F -0.30 -1.54 -2.37
Cl 2.68 -2.32 -0.28
Cl -2.83 -1.57 -0.49
Cl -0.76 -1.96 1.53
H 0.25 0.42 0.32
```

The structure with the most favorable energy is #P; the runner-up is 0.752 eV above it.